Record 1
Computed, not measured: the molecule C25H29N3O5S at a distorted geometry, with ωB97M-V/def2-TZVPD.

```
63
Properties=species:S:1:pos:R:3
C -3.99 -4.53 1.16
C -4.52 -3.11 1.09
O -3.74 -2.38 0.15
C -4.33 -1.28 -0.37
O -5.44 -0.90 -0.09
N -3.52 -0.66 -1.26
C -2.16 -1.11 -1.50
C -1.43 -0.11 -2.38
N -1.54 1.23 -1.83
C -0.41 1.91 -1.55
O 0.70 1.45 -1.78
C -0.55 3.26 -0.91
S -0.57 3.01 0.92
O -0.09 4.23 1.51
O -1.89 2.57 1.29
C 0.58 1.71 1.19
C 1.93 1.82 1.03
N 2.51 0.61 1.19
C 3.92 0.31 1.07
C 4.25 -0.51 -0.16
C 3.41 -0.47 -1.27
C 3.70 -1.22 -2.39
C 4.83 -2.02 -2.42
C 5.67 -2.05 -1.32
C 5.40 -1.30 -0.18
C 6.34 -1.35 0.99
C 1.54 -0.32 1.42
C 1.63 -1.69 1.63
C 0.46 -2.38 1.87
C -0.78 -1.73 1.91
C -0.88 -0.37 1.69
C 0.29 0.34 1.44
C -2.88 1.68 -1.50
C -3.90 0.60 -1.84
H -4.55 -5.10 1.90
H -2.94 -4.53 1.44
H -4.09 -5.01 0.19
H -5.57 -3.09 0.79
H -4.44 -2.62 2.07
H -2.17 -2.10 -1.98
H -1.63 -1.21 -0.54
H -0.37 -0.35 -2.44
H -1.85 -0.12 -3.40
H -1.45 3.80 -1.16
H 0.33 3.85 -1.10
H 2.51 2.70 0.83
H 4.46 1.26 1.04
H 4.23 -0.23 1.97
H 2.54 0.16 -1.26
H 3.05 -1.17 -3.25
H 5.07 -2.61 -3.29
H 6.56 -2.66 -1.34
H 6.67 -0.35 1.26
H 7.21 -1.95 0.75
H 5.85 -1.79 1.86
H 2.58 -2.20 1.60
H 0.49 -3.45 2.03
H -1.67 -2.31 2.10
H -1.83 0.14 1.73
H -2.94 1.91 -0.43
H -3.12 2.59 -2.07
H -4.01 0.50 -2.92
H -4.88 0.86 -1.42
```

## Properties
E_HOMO in hartree: -0.310
ΔE to the lowest compared entry with this formula, charge and spin in kJ/mol: 62.1
SMILES string: CCOC(=O)N1CCN(C(=O)CS(=O)(=O)c2cn(Cc3ccccc3C)c3ccccc23)CC1
HOMO-LUMO gap in eV: 9.015

Atomic partial charges in e from the Mulliken method, atoms 1 to 6: atom 1 (C): -1.14, atom 2 (C): -0.39, atom 3 (O): -0.27, atom 4 (C): 0.70, atom 5 (O): -0.66, atom 6 (N): 0.20



Record 2
Computed, not measured: the molecule C25H29N5O2 at a distorted geometry, with ωB97M-V/def2-TZVPD.

```
61
Properties=species:S:1:pos:R:3
O 1.69 2.97 -2.89
C 1.02 2.20 -2.23
C -0.17 1.42 -2.84
N 0.13 0.00 -2.93
N 0.60 -0.39 -4.09
C 0.92 -1.64 -4.29
C 1.45 -1.98 -5.61
C 2.06 -0.99 -6.38
C 2.57 -1.29 -7.63
C 2.47 -2.57 -8.14
C 1.84 -3.56 -7.39
C 1.34 -3.27 -6.14
C 0.76 -2.60 -3.25
C 0.27 -2.19 -2.05
C -0.07 -0.81 -1.82
O -0.50 -0.34 -0.77
N 1.21 1.92 -0.94
C 2.21 2.56 -0.12
C 1.56 3.00 1.20
N 0.72 1.93 1.70
C -0.36 2.37 2.56
C -1.31 1.20 2.79
N -0.59 0.12 3.44
C -1.48 -0.98 3.79
C -2.44 -0.57 4.88
C -3.79 -0.88 4.82
C -4.64 -0.51 5.84
C -4.16 0.19 6.94
C -2.81 0.51 7.01
C -1.96 0.13 5.99
C 0.49 -0.31 2.58
C 1.44 0.86 2.35
H -1.05 1.54 -2.21
H -0.34 1.79 -3.85
H 2.14 0.00 -5.97
H 3.05 -0.51 -8.21
H 2.86 -2.80 -9.11
H 1.75 -4.56 -7.79
H 0.83 -4.05 -5.58
H 1.05 -3.63 -3.40
H 0.13 -2.87 -1.22
H 0.57 1.32 -0.43
H 2.61 3.42 -0.66
H 3.03 1.86 0.07
H 0.93 3.87 1.01
H 2.34 3.30 1.92
H -0.90 3.18 2.06
H 0.01 2.74 3.53
H -2.13 1.51 3.44
H -1.72 0.87 1.82
H -2.05 -1.34 2.92
H -0.86 -1.80 4.16
H -4.17 -1.42 3.97
H -5.69 -0.76 5.78
H -4.83 0.48 7.73
H -2.43 1.05 7.86
H -0.91 0.38 6.03
H 1.03 -1.13 3.07
H 0.12 -0.66 1.60
H 2.27 0.54 1.71
H 1.86 1.19 3.32
```

## Properties
E_HOMO in hartree: -0.314
ΔE to the lowest compared entry with this formula, charge and spin in kJ/mol: 190.7
SMILES string: O=C(Cn1nc(-c2ccccc2)ccc1=O)NCCN1CCN(Cc2ccccc2)CC1
HOMO-LUMO gap in eV: 8.453

Atomic partial charges in e from the Mulliken method, atoms 1 to 6: atom 1 (O): -0.69, atom 2 (C): 0.77, atom 3 (C): -1.09, atom 4 (N): 0.92, atom 5 (N): -0.99, atom 6 (C): 0.44



Record 3
Computed, not measured: a structure of composition C25H30BrF6N2O10S6Sb2Y at a distorted geometry, with ωB97M-V/def2-TZVPD.

```
83
Properties=species:S:1:pos:R:3
Y 0.91 0.03 2.31
O 4.43 -1.31 0.24
C 3.10 -0.89 0.61
O 2.70 -1.13 1.88
C 2.08 -1.54 -0.29
C 2.37 -2.37 -1.36
C 1.34 -3.14 -1.93
C 0.05 -3.00 -1.45
C -0.20 -1.94 -0.55
N 0.83 -1.27 0.06
C -1.55 -1.58 -0.01
O -2.55 -2.38 -0.44
O -1.67 -0.72 0.82
H 5.04 -0.95 0.92
H 3.36 -2.26 -1.80
H 1.47 -3.90 -2.71
H -0.76 -3.60 -1.82
H -3.23 -2.35 0.24
S 4.72 3.93 1.79
Sb 4.14 1.73 2.32
S 3.02 1.01 0.29
S 2.43 1.53 3.93
S 5.81 0.24 2.63
F -2.26 5.15 2.03
C -1.10 4.45 2.16
F -0.61 4.57 3.38
F -0.31 4.99 1.22
S -1.52 2.69 1.62
O -0.26 1.97 1.56
O -2.19 2.89 0.37
N -2.44 2.28 2.75
S -1.90 1.69 4.06
O -1.68 2.61 5.12
O -0.93 0.63 3.89
C -3.28 0.70 4.66
F -3.55 -0.34 3.83
F -4.40 1.43 4.75
F -2.92 0.25 5.88
C -0.64 3.00 -5.87
C -0.66 3.60 -4.47
C -2.06 4.19 -4.09
Sb -0.16 2.33 -2.68
C 1.81 1.57 -3.15
C 2.77 2.78 -3.49
C 1.97 0.42 -4.22
C -1.36 0.47 -2.80
C -1.48 -0.46 -4.00
C -2.76 0.79 -2.21
H -0.85 3.80 -6.61
H -1.34 2.16 -6.03
H 0.36 2.54 -6.16
H 0.16 4.36 -4.41
H -2.80 3.39 -4.14
H -2.43 4.96 -4.84
H -1.93 4.60 -3.02
H 2.11 1.21 -2.14
H 2.56 3.37 -4.37
H 3.77 2.43 -3.64
H 2.86 3.51 -2.72
H 1.36 0.45 -5.15
H 1.76 -0.60 -3.81
H 3.04 0.31 -4.49
H -0.77 -0.02 -2.09
H -1.89 0.15 -4.86
H -2.12 -1.36 -3.88
H -0.44 -0.80 -4.38
H -3.33 1.36 -2.90
H -2.62 1.46 -1.39
H -3.30 -0.10 -1.83
Br -1.10 -7.95 4.45
C -0.37 -6.30 4.86
C 0.33 -6.08 6.05
C 0.85 -4.83 6.30
C 0.60 -3.76 5.45
C -0.10 -3.99 4.24
C -0.55 -5.24 3.95
C -0.38 -2.91 3.22
O -1.29 -3.16 2.39
O 0.22 -1.79 3.37
H 0.43 -6.92 6.68
H 1.35 -4.73 7.30
H 1.07 -2.83 5.65
H -1.10 -5.44 2.99
```

## Properties
Charge: -2
E_HOMO in hartree: -0.090
ΔE to the lowest compared entry with this formula, charge and spin in kJ/mol: 211.1
HOMO-LUMO gap in eV: 5.891

Atomic partial charges in e from the Mulliken method, atoms 1 to 6: atom 1 (Y): 1.08, atom 2 (O): -0.57, atom 3 (C): 0.62, atom 4 (O): -0.61, atom 5 (C): -0.27, atom 6 (C): -0.42



Record 4
Computed, not measured: a structure of composition C25H30F5NO8SSiSn at a distorted geometry, with ωB97M-V/def2-TZVPD.

```
72
Properties=species:S:1:pos:R:3
Sn -0.32 0.34 -0.36
C -2.19 -0.44 2.66
C -0.87 -1.05 3.08
C -0.88 -2.56 2.87
C -0.53 -0.70 4.52
O 0.11 -0.47 2.20
Si 1.76 -0.38 2.19
S 2.31 -0.18 0.23
O 2.27 -1.75 2.97
C 3.57 -2.15 3.42
C 3.64 -3.65 3.20
C 4.67 -1.46 2.63
C 3.66 -1.80 4.90
O 2.29 0.82 3.21
C 2.20 2.26 3.10
C 0.89 2.70 2.44
C 3.39 2.76 2.31
C 2.25 2.76 4.53
H -3.00 -0.81 3.31
H -2.44 -0.70 1.63
H -2.15 0.65 2.73
H -1.70 -3.00 3.45
H 0.06 -3.01 3.18
H -1.05 -2.79 1.81
H -1.29 -1.12 5.19
H -0.51 0.39 4.65
H 0.44 -1.10 4.81
H 3.57 -3.88 2.14
H 2.81 -4.14 3.72
H 4.59 -4.05 3.59
H 4.58 -1.66 1.56
H 5.65 -1.82 2.98
H 4.64 -0.37 2.77
H 2.89 -2.32 5.46
H 3.52 -0.72 5.03
H 4.64 -2.08 5.30
H 0.84 2.40 1.39
H 0.81 3.79 2.47
H 0.03 2.27 2.95
H 3.40 2.31 1.31
H 4.32 2.50 2.82
H 3.35 3.85 2.20
H 1.41 2.36 5.10
H 2.20 3.86 4.56
H 3.18 2.44 5.01
O 0.05 -1.08 -7.48
C -0.60 -1.75 -6.64
O -1.19 -2.84 -6.78
C -0.46 -1.26 -5.19
C 0.26 -0.11 -4.92
C 0.39 0.32 -3.61
N -0.15 -0.36 -2.59
C -0.86 -1.47 -2.84
C -1.04 -1.95 -4.13
C -1.43 -2.17 -1.62
O -2.09 -3.18 -1.78
O -1.13 -1.61 -0.48
H 0.71 0.43 -5.74
H 0.95 1.21 -3.36
H -1.61 -2.84 -4.30
F -4.22 7.64 0.02
C -3.57 6.45 -0.06
C -2.20 6.40 -0.20
F -1.50 7.55 -0.27
C -1.54 5.19 -0.28
F -0.19 5.21 -0.41
C -2.19 3.94 -0.22
O -1.57 2.82 -0.27
C -3.60 4.05 -0.07
F -4.33 2.92 0.02
C -4.26 5.26 0.01
F -5.60 5.28 0.16
```

## Properties
Charge: -2
E_HOMO in hartree: -0.106
ΔE to the lowest compared entry with this formula, charge and spin in kJ/mol: 0.0
HOMO-LUMO gap in eV: 6.734

Atomic partial charges in e from the Mulliken method, atoms 1 to 6: atom 1 (Sn): 0.63, atom 2 (C): -1.70, atom 3 (C): 1.76, atom 4 (C): -1.39, atom 5 (C): -1.39, atom 6 (O): 0.26